# C3H3Br3O

A structure of composition C3H3Br3O at a distorted geometry (ωB97M-V/def2-TZVPD, the Open Molecules 2025 dataset).

Each line ends with the Mulliken charge.
Cartesian coordinates (Å):
1 C -1.31318 0.92869 -0.60079  -0.0805
2 C -1.11868 -0.22118 0.22387  -0.0653
3 C 1.65966 -0.69022 0.45802  -0.2596
4 O -1.52871 -0.38037 -1.02296  -0.2814
5 Br 2.25447 -1.44264 -1.05354  0.0504
6 Br 2.20040 1.13328 0.76039  -0.0481
7 Br 2.09810 -1.68055 2.01720  -0.0365
8 H -2.25896 1.56920 -0.79104  0.2262
9 H -0.44227 1.34938 -1.04858  0.1769
10 H -1.55082 -0.56557 1.05743  0.3180

Summary:
* HOMO-LUMO gap: 6.48 eV
* relative energy (zero: lowest compared OMol25 entry of this formula, charge and spin): 484.8 kJ/mol
* highest occupied orbital energy: -7.8 eV